[1]
{
  "formula": "C19H4AlBrCl76NO4P2",
  "method": "ωB97M-V with the def2-TZVPD basis set",
  "elements": ["O", "N", "O", "Al", "P", "O", "P", "O", "Br", "H", "H", "H", "H", "C", "Cl", "Cl", "Cl", "Cl", "C", "Cl", "Cl", "Cl", "Cl", "C", "Cl", "Cl", "Cl", "Cl", "C", "Cl", "Cl", "Cl", "Cl", "C", "Cl", "Cl", "Cl", "Cl", "C", "Cl", "Cl", "Cl", "Cl", "C", "Cl", "Cl", "Cl", "Cl", "C", "Cl", "Cl", "Cl", "Cl", "C", "Cl", "Cl", "Cl", "Cl", "C", "Cl", "Cl", "Cl", "Cl", "C", "Cl", "Cl", "Cl", "Cl", "C", "Cl", "Cl", "Cl", "Cl", "C", "Cl", "Cl", "Cl", "Cl", "C", "Cl", "Cl", "Cl", "Cl", "C", "Cl", "Cl", "Cl", "Cl", "C", "Cl", "Cl", "Cl", "Cl", "C", "Cl", "Cl", "Cl", "Cl", "C", "Cl", "Cl", "Cl", "Cl", "C", "Cl", "Cl", "Cl", "Cl"],
  "positions_angstrom": [[-4.673, -4.777, -0.556], [-5.606, -5.048, -1.239], [-6.779, -4.764, -0.645], [-7.888, -3.936, -1.814], [-10.136, -3.872, -0.982], [-10.238, -4.190, 0.473], [-7.138, -1.726, -2.327], [-5.998, -2.132, -3.467], [-5.803, -1.285, -0.565], [-7.866, -4.709, -3.230], [-10.960, -4.744, -1.738], [-10.738, -2.624, -1.256], [-6.285, -2.962, -3.902], [-5.323, 1.674, -5.217], [-4.514, 0.731, -6.475], [-7.068, 1.640, -5.494], [-4.953, 1.017, -3.643], [-4.750, 3.348, -5.294], [-2.402, -6.806, 1.745], [-1.515, -7.632, 0.462], [-4.124, -7.144, 1.618], [-1.813, -7.386, 3.313], [-2.146, -5.074, 1.611], [-1.855, 0.490, -1.110], [-1.244, 0.976, -2.687], [-0.680, 0.966, 0.135], [-3.400, 1.275, -0.778], [-2.091, -1.247, -1.095], [2.206, -2.927, 0.409], [2.987, -2.823, 1.988], [3.479, -3.110, -0.818], [1.120, -4.304, 0.342], [1.294, -1.444, 0.147], [6.170, -0.650, 3.717], [6.243, -0.805, 1.963], [6.084, 1.064, 4.150], [4.716, -1.433, 4.337], [7.596, -1.390, 4.437], [8.570, 0.108, 8.669], [7.249, -0.673, 9.535], [9.138, 1.495, 9.591], [9.897, -1.037, 8.456], [7.993, 0.613, 7.077], [8.018, -2.746, -2.345], [8.129, -1.319, -3.371], [8.411, -4.187, -3.274], [9.170, -2.584, -1.018], [6.380, -2.917, -1.690], [-13.818, -1.391, -1.519], [-15.516, -1.126, -1.951], [-13.672, -2.868, -0.565], [-12.859, -1.503, -2.991], [-13.250, -0.029, -0.553], [5.666, 2.515, -2.931], [6.718, 2.917, -4.296], [5.580, 0.765, -2.764], [6.332, 3.213, -1.455], [4.064, 3.177, -3.215], [9.790, -2.597, -7.038], [8.633, -3.926, -7.040], [8.921, -1.063, -7.034], [10.814, -2.700, -5.607], [10.797, -2.694, -8.486], [-15.219, -5.100, -4.820], [-14.422, -4.030, -5.975], [-16.959, -5.107, -5.138], [-14.587, -6.737, -5.004], [-14.918, -4.526, -3.189], [4.172, 3.803, 6.930], [4.901, 5.401, 7.045], [5.430, 2.564, 7.029], [3.028, 3.557, 8.252], [3.325, 3.660, 5.390], [-6.624, 6.756, -7.124], [-6.986, 7.314, -8.761], [-7.416, 7.818, -5.957], [-7.193, 5.111, -6.911], [-4.876, 6.809, -6.863], [10.370, 2.090, 2.266], [11.712, 1.366, 3.153], [9.903, 1.035, 0.934], [8.993, 2.289, 3.343], [10.863, 3.660, 1.628], [-1.835, 5.466, -2.958], [-3.261, 6.242, -3.653], [-2.314, 4.044, -2.044], [-0.741, 4.974, -4.259], [-1.007, 6.618, -1.906], [-4.008, -9.499, -2.739], [-2.645, -10.496, -2.203], [-3.493, -8.498, -4.097], [-5.325, -10.558, -3.261], [-4.542, -8.480, -1.421], [9.388, 6.302, 7.050], [10.890, 5.739, 7.790], [9.764, 7.278, 5.629], [8.413, 4.924, 6.570], [8.500, 7.290, 8.217], [2.252, 4.053, 0.823], [3.741, 4.750, 0.173], [1.514, 5.198, 1.944], [1.134, 3.690, -0.477], [2.642, 2.557, 1.686], [4.339, 8.151, 10.560], [3.023, 9.154, 9.954], [5.852, 8.689, 9.814], [4.449, 8.321, 12.312], [4.049, 6.469, 10.147]],
  "forces_ev_per_angstrom": [[0.059, -0.289, -0.034], [0.157, 0.234, 0.120], [-0.161, 0.157, -0.062], [-0.067, -0.359, -0.199], [0.554, -0.178, 0.297], [-0.202, -0.185, 0.859], [-0.527, 0.496, 0.013], [-0.125, -0.601, -0.768], [0.041, -0.133, 0.211], [0.045, 0.164, -0.071], [-0.162, 0.191, -0.383], [-0.132, 0.103, -0.430], [0.448, 0.329, 0.378], [0.043, 0.030, -0.002], [0.025, -0.050, -0.053], [-0.069, 0.014, -0.016], [-0.041, -0.103, 0.079], [0.124, 0.056, 0.007], [-0.141, 0.039, 0.029], [0.043, -0.069, -0.099], [-0.031, -0.063, 0.075], [0.052, 0.014, 0.058], [0.072, 0.128, 0.051], [-0.126, -0.159, 0.120], [0.129, -0.020, -0.221], [-0.214, 0.020, 0.037], [0.168, 0.137, 0.136], [0.021, -0.170, 0.052], [0.076, 0.083, 0.045], [-0.008, -0.137, 0.055], [-0.337, 0.045, -0.058], [-0.018, -0.086, 0.015], [0.156, -0.098, -0.141], [-0.114, 0.066, -0.117], [-0.011, -0.020, -0.055], [-0.058, -0.033, -0.013], [0.030, -0.067, 0.142], [0.068, -0.069, -0.100], [-0.051, -0.064, -0.053], [-0.064, -0.042, 0.055], [0.006, 0.143, -0.023], [0.067, -0.066, 0.001], [0.144, 0.112, 0.101], [-0.027, -0.071, 0.072], [-0.014, -0.064, -0.070], [0.021, -0.144, -0.118], [0.033, 0.033, 0.165], [0.304, 0.201, -0.035], [-0.021, 0.020, 0.106], [-0.078, 0.000, -0.006], [0.020, 0.010, -0.037], [0.027, -0.046, -0.070], [0.046, 0.082, 0.036], [0.049, 0.014, 0.012], [0.064, 0.017, -0.061], [-0.148, -0.018, 0.054], [0.173, -0.025, 0.061], [-0.186, 0.021, -0.040], [0.022, 0.011, -0.012], [-0.056, -0.062, 0.013], [-0.042, 0.082, 0.005], [0.065, 0.002, 0.029], [0.044, -0.005, -0.066], [-0.008, 0.018, -0.016], [0.038, 0.052, -0.060], [-0.072, -0.001, -0.012], [0.028, -0.073, -0.006], [0.007, -0.065, 0.064], [-0.022, -0.093, -0.086], [0.031, 0.025, -0.052], [-0.030, 0.177, 0.135], [-0.049, 0.064, 0.088], [-0.025, -0.041, -0.105], [0.055, 0.022, 0.018], [-0.017, 0.016, -0.069], [-0.041, 0.048, 0.053], [-0.157, -0.053, -0.053], [0.065, 0.009, 0.001], [0.001, -0.003, -0.002], [0.066, -0.027, 0.038], [-0.014, -0.098, -0.130], [0.027, 0.058, 0.058], [0.024, 0.074, -0.013], [0.000, -0.030, 0.000], [-0.043, 0.010, -0.036], [-0.111, 0.238, 0.051], [0.045, -0.004, -0.068], [0.054, 0.028, 0.070], [0.007, -0.004, -0.016], [0.067, -0.051, 0.021], [0.022, 0.046, -0.065], [-0.053, -0.042, -0.017], [-0.064, 0.043, -0.010], [0.084, 0.086, 0.000], [0.042, -0.030, 0.022], [0.031, 0.051, -0.068], [-0.057, -0.159, 0.008], [-0.031, -0.079, -0.001], [0.116, -0.021, 0.069], [-0.074, 0.041, 0.022], [-0.053, 0.051, 0.072], [-0.001, 0.149, -0.193], [0.034, -0.068, 0.055], [0.042, 0.047, -0.002], [-0.105, 0.025, -0.023], [0.006, 0.030, 0.040], [0.037, 0.030, 0.068], [-0.061, -0.053, 0.071]],
  "lowdin_charge": [-0.09, -0.16, -0.26, 0.04, 0.47, -0.59, 0.29, -0.55, 0.14, -0.08, -0.06, -0.10, 0.00, -2.04, 0.53, 0.52, 0.53, 0.47, -2.05, 0.51, 0.53, 0.51, 0.54, -2.03, 0.51, 0.47, 0.47, 0.54, -2.03, 0.50, 0.48, 0.54, 0.50, -2.03, 0.53, 0.46, 0.52, 0.52, -2.05, 0.54, 0.53, 0.53, 0.46, -2.04, 0.50, 0.52, 0.52, 0.48, -2.06, 0.50, 0.52, 0.51, 0.53, -2.06, 0.52, 0.51, 0.51, 0.53, -2.07, 0.52, 0.52, 0.51, 0.52, -2.06, 0.52, 0.51, 0.52, 0.51, -2.04, 0.50, 0.47, 0.53, 0.53, -2.06, 0.52, 0.52, 0.52, 0.50, -2.07, 0.53, 0.52, 0.50, 0.53, -2.05, 0.51, 0.50, 0.52, 0.52, -2.07, 0.50, 0.52, 0.51, 0.52, -2.06, 0.52, 0.53, 0.51, 0.50, -2.05, 0.50, 0.53, 0.50, 0.51, -2.06, 0.53, 0.50, 0.53, 0.51],
  "molar_mass_g_mol": 3173.51,
  "total_charge": -1,
  "e_lumo_ev": 0.882,
  "multiplicity": 1
}


[2]
{
  "formula": "C19H19BrFN5O",
  "method": "ωB97M-V with the def2-TZVPD basis set",
  "elements": ["O", "F", "Br", "N", "N", "C", "C", "C", "C", "C", "C", "C", "C", "C", "C", "C", "C", "C", "C", "C", "N", "N", "N", "C", "C", "C", "C", "H", "H", "H", "H", "H", "H", "H", "H", "H", "H", "H", "H", "H", "H", "H", "H", "H", "H", "H"],
  "positions_angstrom": [[-0.690, -2.190, -0.026], [-4.030, 2.347, 3.941], [5.270, -0.360, 1.330], [2.650, -1.034, 0.588], [2.686, 0.333, -3.312], [0.316, -1.766, 0.551], [3.813, 0.914, -3.774], [1.511, -1.184, -0.130], [-3.480, 0.525, 2.454], [-2.361, 0.794, 4.582], [-2.714, -0.637, 2.180], [-1.570, -0.318, 4.287], [4.986, 0.964, -3.024], [-3.294, 1.232, 3.662], [-1.722, -1.031, 3.094], [1.461, -0.710, -1.473], [3.765, -0.485, 0.129], [4.949, 0.501, -1.726], [2.640, -0.122, -2.023], [3.799, -0.021, -1.183], [0.272, -1.776, 1.926], [-3.290, 1.476, -0.973], [0.209, -0.698, -2.169], [-0.857, -2.211, 2.752], [-1.895, 1.095, -1.148], [-0.228, 0.485, -2.936], [-1.718, 0.778, -2.607], [3.771, 1.329, -4.805], [-4.215, 0.929, 1.753], [-2.243, 1.354, 5.507], [-2.880, -1.170, 1.241], [-0.865, -0.691, 5.038], [5.851, 1.403, -3.489], [5.877, 0.504, -1.137], [1.092, -1.374, 2.384], [-3.936, 0.834, -1.445], [-3.516, 1.546, 0.023], [-0.487, -1.313, -1.724], [-0.472, -2.677, 3.666], [-1.488, -2.950, 2.232], [-1.693, 0.241, -0.455], [-1.216, 1.945, -0.897], [-0.117, 0.253, -3.990], [0.423, 1.364, -2.792], [-2.306, -0.086, -2.902], [-2.061, 1.657, -3.184]],
  "forces_ev_per_angstrom": [[0.584, 0.216, -0.881], [0.390, -0.747, -0.332], [-0.646, -0.055, -0.413], [1.339, 0.227, 0.600], [0.703, 0.656, -0.034], [-1.770, -0.503, 1.577], [-1.863, -0.946, 0.141], [1.229, 0.703, -1.268], [0.174, 0.171, 0.476], [0.146, 0.209, 0.090], [-0.360, 1.430, 0.552], [-0.215, -0.240, 0.036], [-0.298, 0.138, 0.454], [0.130, -0.729, -0.799], [-0.808, 0.287, -0.044], [-3.321, -0.062, -0.015], [-2.749, -1.453, 1.386], [2.172, 0.698, -1.112], [1.076, 0.433, -0.245], [-0.455, -0.067, -0.754], [1.832, 0.324, -0.430], [-0.570, 0.597, 0.512], [2.451, -0.015, 0.997], [-0.048, 0.020, -0.252], [-0.426, -0.197, 0.723], [-0.599, -0.474, -0.313], [1.628, 0.213, -0.378], [-0.026, -0.457, 0.807], [0.134, -0.400, 0.260], [0.016, -0.196, -0.109], [0.168, 0.095, 0.350], [-0.145, 0.270, -0.315], [0.353, -0.025, 0.195], [-0.587, 0.095, -0.212], [-0.483, -0.313, -0.109], [0.454, 0.243, 0.473], [-0.091, -0.106, -0.714], [0.372, 0.700, -0.190], [0.071, 0.071, -0.228], [0.619, 0.205, -0.067], [0.497, 0.461, -0.722], [-0.544, -0.511, 0.047], [-0.122, 0.063, -0.286], [-0.310, -0.442, 0.461], [-0.233, -0.154, -0.047], [0.132, -0.435, 0.129]],
  "nbo_charge": [-0.66, -0.33, 0.05, -0.42, -0.42, 0.66, 0.06, 0.01, -0.28, -0.28, -0.19, -0.18, -0.25, 0.40, -0.05, 0.21, 0.17, -0.13, 0.20, -0.18, -0.60, -0.85, -0.61, -0.24, -0.22, -0.20, -0.42, 0.20, 0.22, 0.23, 0.24, 0.21, 0.23, 0.24, 0.41, 0.36, 0.36, 0.44, 0.21, 0.24, 0.18, 0.18, 0.20, 0.20, 0.20, 0.22],
  "molar_mass_g_mol": 432.30,
  "e_lumo_ev": -0.532,
  "multiplicity": 1,
  "smiles": "NCCCNc1c(C(=O)NCc2ccc(F)cc2)nc(Br)c2cccnc12",
  "relative_energy_kj_mol": 9.7
}


no.,orbital gap (hartree)
1,0.215
2,0.274